Entry 1:
Entry from OMol25: 7 unconnected molecules or ions with the total composition C50H71BF18N7O16S (ωB97M-V/def2-TZVPD).

XYZ file:
```
164
Properties=species:S:1:pos:R:3:mulliken_charge:R:1
C 5.994 1.452 2.772 -1.374
C 4.909 0.620 1.947 0.534
C 3.454 1.254 2.052 -0.740
C 3.590 2.745 1.542 -1.731
C 2.314 0.390 1.381 2.397
C 0.966 1.168 1.615 -0.054
C -0.180 1.076 0.688 -0.430
C -1.439 1.772 0.882 -0.982
C -1.636 2.640 2.034 -0.928
C -0.545 2.745 2.990 -0.570
C 0.720 2.021 2.795 -0.070
C 2.193 -0.957 2.211 -0.711
C 0.897 -1.310 3.021 -1.846
B -0.295 -1.995 2.152 0.816
O -1.598 -1.920 2.724 -0.589
O -0.052 -2.665 0.923 -0.634
N 2.820 -1.955 1.331 1.417
C 2.950 -3.334 1.782 -0.567
C 4.220 -3.401 2.749 -0.229
N 5.011 -4.393 2.839 -0.734
C 3.258 -1.430 0.147 -0.075
N 4.163 -1.841 -0.711 -0.004
C 4.939 -3.102 -0.525 0.105
C 6.117 -3.144 -1.602 -1.077
C 7.108 -1.954 -1.222 -0.455
C 8.004 -2.289 0.023 -0.796
N 9.093 -3.272 -0.264 -0.340
C 10.138 -2.981 0.745 0.599
C 11.460 -2.351 0.190 -0.923
O 9.901 -3.207 1.905 -0.538
N 2.545 -0.175 0.024 0.334
C 3.046 0.755 -1.004 -0.823
C 2.105 1.933 -1.413 -0.701
S 0.917 1.265 -2.664 -0.404
C -0.476 2.389 -2.826 0.619
N -0.879 3.466 -2.133 -0.215
N -2.044 3.810 -2.775 -0.506
C -2.291 3.012 -3.801 0.248
O -1.282 2.053 -3.886 -0.257
H 6.524 2.159 2.090 0.357
H 6.701 0.749 3.274 0.380
H 5.484 2.070 3.558 0.334
H 4.944 -0.438 2.343 -0.433
H 5.292 0.566 0.894 -0.079
H 3.241 1.263 3.160 1.019
H 2.655 3.208 1.154 0.271
H 4.461 2.832 0.831 0.386
H 3.896 3.365 2.434 0.426
H -0.086 0.418 -0.204 0.628
H -2.259 1.641 0.145 0.471
H -2.562 3.223 2.231 0.450
H -0.649 3.398 3.889 0.447
H 1.478 2.162 3.594 0.328
H 2.955 -0.834 3.043 0.333
H 1.202 -2.131 3.746 0.495
H 0.520 -0.487 3.678 0.149
H -2.011 -1.155 2.278 0.315
H 0.073 -3.612 1.123 0.118
H 2.117 -3.716 2.422 0.440
H 3.047 -4.103 0.970 0.072
H 4.374 -2.477 3.374 0.396
H 4.664 -5.117 2.192 0.312
H 4.430 -1.339 -1.558 0.382
H 4.263 -3.959 -0.766 0.102
H 5.440 -3.170 0.468 -0.163
H 5.698 -2.893 -2.611 0.435
H 6.633 -4.140 -1.573 0.390
H 7.780 -1.678 -2.084 0.404
H 6.554 -1.002 -0.973 0.210
H 7.446 -2.627 0.936 0.287
H 8.520 -1.328 0.315 0.479
H 8.707 -4.207 -0.116 0.301
H 11.624 -1.385 0.741 0.293
H 12.282 -3.091 0.339 0.252
H 11.308 -2.089 -0.886 0.310
H 4.020 1.215 -0.659 0.152
H 3.305 0.240 -1.977 0.621
H 1.641 2.516 -0.589 0.166
H 2.749 2.666 -1.981 0.727
H -3.120 2.976 -4.529 0.255
C -5.820 3.767 -5.953 -1.163
C -6.047 4.334 -4.564 -0.103
O -6.883 5.502 -4.612 -0.360
C -8.187 5.275 -4.802 0.370
O -8.682 4.192 -4.929 -0.529
C -8.970 6.587 -4.801 0.905
F -8.422 7.514 -5.604 -0.259
F -9.028 7.129 -3.571 -0.272
F -10.234 6.416 -5.211 -0.236
H -5.411 4.533 -6.615 0.298
H -5.132 2.922 -5.917 0.366
H -6.754 3.427 -6.401 0.365
H -5.093 4.652 -4.141 0.317
H -6.468 3.590 -3.885 0.289
C -13.303 3.862 -4.534 -1.123
C -12.982 5.299 -4.171 0.001
O -14.183 6.067 -3.979 -0.336
C -14.832 5.857 -2.830 0.347
O -14.481 5.090 -1.978 -0.515
C -16.066 6.754 -2.739 0.881
F -16.816 6.700 -3.854 -0.246
F -15.726 8.044 -2.559 -0.254
F -16.864 6.416 -1.719 -0.238
H -13.951 3.826 -5.412 0.359
H -12.389 3.305 -4.742 0.327
H -13.836 3.357 -3.727 0.283
H -12.441 5.766 -4.991 0.263
H -12.344 5.362 -3.287 0.266
C -2.902 7.279 7.192 -1.095
C -2.360 8.312 6.225 -0.194
O -1.199 7.820 5.529 -0.317
C -1.432 6.942 4.552 0.346
O -2.516 6.550 4.227 -0.512
C -0.122 6.528 3.881 0.931
F 0.822 6.172 4.773 -0.274
F 0.399 7.527 3.148 -0.279
F -0.283 5.483 3.054 -0.223
H -2.121 6.959 7.885 0.302
H -3.738 7.685 7.760 0.369
H -3.246 6.386 6.668 0.312
H -2.038 9.195 6.778 0.312
H -3.119 8.639 5.512 0.312
C -12.471 0.540 -0.109 -1.253
C -11.894 1.544 -1.086 0.108
O -10.795 0.981 -1.827 -0.314
C -11.125 0.131 -2.805 0.382
O -12.245 -0.180 -3.091 -0.502
C -9.873 -0.364 -3.530 0.850
F -8.923 -0.795 -2.679 -0.259
F -9.316 0.610 -4.272 -0.231
F -10.131 -1.383 -4.359 -0.247
H -11.690 0.159 0.552 0.307
H -13.257 0.996 0.492 0.398
H -12.895 -0.321 -0.628 0.335
H -11.492 2.396 -0.536 0.352
H -12.654 1.931 -1.768 0.073
C 12.001 -7.491 2.470 -1.253
C 12.510 -6.426 1.520 -0.009
O 13.625 -6.905 0.749 -0.328
C 13.326 -7.739 -0.252 0.358
O 12.218 -8.098 -0.534 -0.510
C 14.592 -8.147 -1.007 0.874
F 15.569 -8.552 -0.178 -0.244
F 15.088 -7.121 -1.725 -0.250
F 14.370 -9.150 -1.864 -0.236
H 12.810 -7.850 3.109 0.320
H 11.199 -7.098 3.095 0.379
H 11.618 -8.357 1.928 0.329
H 12.871 -5.572 2.095 0.368
H 11.721 -6.059 0.860 0.201
C 2.396 -10.328 0.732 -1.112
C 2.161 -9.422 -0.459 -0.200
O 1.286 -8.326 -0.119 -0.308
C 1.830 -7.345 0.592 0.178
O 2.973 -7.310 0.960 -0.522
C 0.806 -6.242 0.854 1.126
F -0.355 -6.716 1.319 -0.264
F 0.519 -5.551 -0.265 -0.287
F 1.249 -5.342 1.761 -0.228
H 1.446 -10.681 1.137 0.316
H 3.003 -11.188 0.448 0.372
H 2.908 -9.801 1.539 0.320
H 1.661 -9.983 -1.249 0.339
H 3.097 -9.046 -0.875 0.299
```

Frontier orbital gap = 9.12 eV
Strongest force on any atom = 0.090 hartree/bohr
Charge = +1
E_tot = -5755.41472 Eh

=====

Entry 2:
Entry from OMol25: 11 unconnected molecules or ions with the total composition C50H72ClF5N13O3S (ωB97M-V/def2-TZVPD).

XYZ file:
```
145
Properties=species:S:1:pos:R:3:mulliken_charge:R:1
C 7.549 0.619 0.529 -0.749
O 6.238 0.446 1.032 -0.362
C 5.411 -0.362 0.227 -0.838
C 4.187 -0.769 1.046 -1.114
C 2.937 0.091 0.707 -0.428
C 2.317 -0.519 -0.532 0.477
N 1.081 0.075 -1.170 0.061
C 0.408 -1.017 -1.973 1.402
C 1.311 -1.758 -2.980 -1.394
C 1.126 -3.278 -2.826 -1.191
C 1.788 -3.831 -1.561 0.844
C 1.468 -5.342 -1.447 -0.625
S 1.399 -5.730 0.298 1.018
O 1.192 -7.127 0.504 -0.599
O 2.501 -5.101 0.966 -0.504
Cl -0.301 -4.742 0.886 -0.122
C -0.853 -0.542 -2.670 -1.472
N -1.783 -0.077 -1.654 1.439
C -3.073 0.195 -2.218 0.204
C -3.542 1.458 -2.533 -0.516
C -4.823 1.572 -3.048 -0.678
C -5.560 0.425 -3.251 -0.416
N -5.121 -0.801 -2.983 -0.680
C -3.908 -0.883 -2.462 -0.326
C -1.162 1.102 -1.068 -3.791
C 0.107 0.797 -0.248 1.170
C 0.666 2.207 0.058 -1.255
C 0.032 2.900 1.259 -1.085
C 0.727 4.263 1.452 -1.495
C 0.159 5.036 2.616 0.961
F 0.814 6.229 2.716 -0.364
F -1.164 5.299 2.424 -0.302
C 0.302 4.321 4.006 0.641
F 1.315 3.434 4.000 -0.250
F 0.547 5.218 4.974 -0.277
F -0.837 3.675 4.316 -0.214
C -0.247 -0.067 0.998 -1.043
C -1.703 -0.196 1.393 -0.799
C -2.395 0.726 2.158 0.211
C -3.724 0.527 2.493 -1.376
C -4.397 -0.603 2.085 -0.762
C -3.708 -1.555 1.351 -1.294
C -2.391 -1.341 1.010 0.537
H 7.654 1.571 0.005 0.261
H 7.837 -0.176 -0.161 0.332
H 8.238 0.608 1.369 0.262
H 5.123 0.185 -0.682 0.314
H 5.960 -1.255 -0.087 0.609
H 4.413 -0.591 2.092 0.535
H 3.949 -1.814 0.851 0.415
H 2.298 0.076 1.581 0.028
H 3.328 1.086 0.503 0.434
H 2.108 -1.564 -0.330 -0.340
H 3.088 -0.522 -1.299 0.400
H 1.390 0.791 -1.831 0.898
H 0.066 -1.730 -1.226 -0.110
H 0.958 -1.510 -3.982 0.528
H 2.365 -1.495 -2.965 0.412
H 1.562 -3.739 -3.710 0.700
H 0.060 -3.508 -2.794 0.401
H 1.276 -3.379 -0.713 -0.785
H 2.856 -3.648 -1.511 0.461
H 0.455 -5.479 -1.818 0.514
H 2.194 -5.985 -1.931 -0.039
H -0.649 0.210 -3.447 0.243
H -1.259 -1.424 -3.163 0.614
H -2.948 2.350 -2.392 0.470
H -5.212 2.551 -3.280 0.422
H -6.562 0.511 -3.653 0.385
H -3.539 -1.875 -2.219 0.425
H -0.828 1.751 -1.894 1.113
H -1.849 1.703 -0.488 1.289
H 0.500 2.863 -0.796 0.649
H 1.745 2.198 0.219 0.486
H -1.015 3.107 1.054 0.392
H 0.156 2.343 2.181 1.172
H 0.663 4.846 0.541 0.613
H 1.771 4.059 1.693 0.329
H 0.312 0.287 1.858 0.689
H 0.123 -1.081 0.847 0.095
H -1.901 1.613 2.528 0.627
H -4.217 1.280 3.082 0.465
H -5.437 -0.721 2.351 0.802
H -4.218 -2.460 1.052 0.486
H -1.887 -2.102 0.426 0.122
C 4.604 -7.614 -3.944 -0.975
C 4.179 -6.229 -4.060 0.440
N 3.862 -5.129 -4.155 -0.375
H 4.947 -7.995 -4.905 0.372
H 5.428 -7.704 -3.238 0.240
H 3.789 -8.247 -3.594 0.341
C -1.305 6.924 -1.609 -1.248
C -1.200 5.488 -1.431 0.688
N -1.120 4.351 -1.289 -0.332
H -2.209 7.310 -1.140 0.334
H -0.452 7.434 -1.160 0.350
H -1.334 7.189 -2.665 0.224
C 2.557 -4.018 4.120 -1.016
C 2.021 -2.849 3.445 0.501
N 1.598 -1.935 2.895 -0.307
H 1.966 -4.255 5.003 0.336
H 2.543 -4.876 3.450 0.226
H 3.585 -3.841 4.432 0.295
C -1.248 10.688 -3.250 -0.672
C -1.535 9.473 -3.995 0.485
N -1.770 8.512 -4.578 -0.509
H -2.123 11.025 -2.698 0.098
H -0.440 10.525 -2.537 0.282
H -0.947 11.493 -3.918 0.320
C 6.557 -4.574 -6.581 -0.683
C 6.906 -5.964 -6.331 0.429
N 7.188 -7.059 -6.136 -0.460
H 5.579 -4.347 -6.157 0.192
H 7.291 -3.911 -6.128 0.251
H 6.527 -4.375 -7.650 0.290
C -6.393 -2.205 5.717 -0.439
C -6.734 -2.482 4.332 0.398
N -7.003 -2.682 3.234 -0.477
H -5.730 -2.974 6.113 0.280
H -5.883 -1.245 5.801 0.166
H -7.280 -2.168 6.346 0.105
C -4.974 3.415 5.822 -0.946
C -5.532 2.325 5.037 0.579
N -5.971 1.467 4.414 -0.457
H -4.853 4.306 5.209 0.285
H -5.630 3.659 6.656 0.345
H -3.999 3.139 6.223 0.249
C 9.477 -8.178 -3.354 -0.571
C 10.399 -7.195 -2.807 0.298
N 11.116 -6.410 -2.376 -0.348
H 8.642 -8.342 -2.674 0.202
H 9.074 -7.843 -4.310 0.144
H 9.972 -9.134 -3.514 0.270
C -7.896 -4.995 8.820 -0.822
C -8.075 -3.581 8.530 0.424
N -8.225 -2.467 8.302 -0.456
H -6.838 -5.251 8.842 0.267
H -8.329 -5.245 9.787 0.306
H -8.381 -5.605 8.060 0.273
C -5.748 11.306 -3.041 -0.759
C -4.610 12.029 -2.492 0.417
N -3.720 12.609 -2.059 -0.434
H -6.573 11.298 -2.332 0.277
H -6.091 11.776 -3.961 0.269
H -5.476 10.275 -3.265 0.278
```

Frontier orbital gap = 8.59 eV
Strongest force on any atom = 0.033 hartree/bohr
Charge = +1
E_tot = -4243.39517 Eh